Formula: C14H2BF5N4O10S2W
Source: the OMol25 dataset
Level of theory: ωB97M-V with the def2-TZVPD basis set

Geometry as XYZ:
```
39
Properties=species:S:1:pos:R:3
W -1.02391 -0.42350 -0.57231
S -0.97769 -3.97940 -0.13130
C -2.69478 -3.46209 -0.23226
S -3.11778 -1.88176 -0.82953
C -3.63092 -4.35053 0.17371
C -3.27554 -5.60093 0.76431
N -3.00002 -6.59346 1.27517
C -5.02841 -4.07299 0.06385
N -6.15835 -3.89132 -0.03698
O 0.17618 -0.85821 3.23304
C 0.10768 -0.27141 2.20085
O -0.83683 -0.56804 1.26874
C 1.02696 0.84005 1.80895
C 1.85298 1.34250 2.79899
C 2.71189 2.38568 2.52175
C 2.75115 2.96635 1.27028
C 1.95154 2.46722 0.26449
C 1.07598 1.38114 0.50360
O 0.29721 0.91249 -0.45235
N 2.03958 3.11743 -1.05421
O 1.51049 2.58442 -2.00871
O 2.66689 4.15509 -1.10283
N 3.59854 2.89092 3.57752
O 3.53787 2.34446 4.66003
O 4.33022 3.81683 3.29108
H 1.81449 0.90740 3.78782
H 3.40726 3.80217 1.07540
F 0.42767 -1.62495 -4.53901
C 0.66256 -0.40316 -4.04378
F 1.33898 0.29176 -4.92081
F 1.44601 -0.57257 -2.95815
C -0.70942 0.24881 -3.61785
O -1.31814 0.98482 -4.30940
O -1.12777 -0.22203 -2.42562
F -1.95522 1.96072 0.97324
B -2.11568 1.40113 -0.24000
F -2.06639 2.33886 -1.18342
O 0.71468 -1.94968 -0.40431
C -0.40997 -2.41422 -0.45003
```

highest occupied orbital energy: -10.1 eV
gap between HOMO and LUMO: 0.2570 Ha
LUMO energy: -3.13 eV

***

Formula: C19H18Br2F24O6S
Source: the OMol25 dataset
Level of theory: ωB97M-V with the def2-TZVPD basis set

Geometry as XYZ:
```
70
Properties=species:S:1:pos:R:3
C 0.55019 2.43934 2.82654
C 1.66642 1.66953 3.74613
Br 3.35747 1.45838 2.65447
C 1.23922 0.14663 4.21734
Br 0.54495 0.35494 6.12437
O 0.20030 -0.48243 3.39065
C 0.30451 -1.94647 3.35916
O -0.45740 -2.58283 2.42787
O 1.09934 -2.80246 4.25035
S 0.25056 -3.25361 5.65777
H -0.03892 1.75960 2.07827
H 1.15552 3.21625 2.15215
H -0.21540 3.10638 3.44454
H 1.88214 2.35621 4.68447
H 2.24070 -0.46075 4.30756
H 1.10323 -2.81656 6.71975
F 5.02072 -2.58814 -0.11389
C 5.58036 -3.60361 -0.81093
F 5.05963 -3.53619 -2.06548
C 5.29208 -4.96498 -0.18321
F 3.96134 -5.24633 -0.19537
F 5.87875 -5.92668 -0.96639
C 5.83374 -5.15026 1.24145
O 4.90163 -4.93364 2.30472
C 4.73342 -3.57344 2.70199
F 5.69488 -2.81796 2.12005
F 4.99363 -3.54395 4.03726
C 3.31693 -3.04753 2.43942
F 2.98429 -3.13721 1.12677
F 3.21266 -1.73380 2.77548
H 6.65413 -3.42264 -0.88711
H 6.10560 -6.20918 1.33401
H 6.77615 -4.61316 1.40626
H 2.57600 -3.60932 3.01360
F 1.81200 1.58085 -1.73327
C 1.70866 0.92988 -2.91471
F 2.95226 0.94091 -3.46511
C 0.70115 1.58922 -3.85312
F 1.09149 2.84569 -4.19821
F 0.68130 0.87522 -5.02454
C -0.74083 1.63550 -3.32780
O -1.14964 2.86012 -2.71176
C -0.79840 2.99870 -1.33565
F -0.35525 1.80774 -0.86761
F -1.96481 3.24602 -0.68002
C 0.18850 4.14570 -1.08587
F 1.33723 3.98069 -1.78939
F 0.54414 4.20836 0.22534
H 1.44268 -0.11007 -2.71646
H -1.39308 1.54537 -4.20542
H -0.99248 0.76273 -2.71241
H -0.24561 5.10726 -1.37086
F -7.19479 0.96126 -0.83206
C -7.46089 2.28762 -0.84638
F -8.81592 2.40377 -0.84401
C -6.86515 2.98473 -2.06686
F -7.41546 2.52218 -3.22158
F -7.20298 4.31303 -2.00441
C -5.33515 2.91224 -2.17290
O -4.80875 1.89073 -3.02481
C -4.68274 0.60134 -2.42662
F -4.87802 0.70966 -1.09097
F -3.37863 0.24675 -2.58498
C -5.58758 -0.44958 -3.08145
F -6.89561 -0.09318 -3.01985
F -5.48352 -1.64826 -2.44741
H -7.08851 2.72688 0.08095
H -5.01286 3.84858 -2.64531
H -4.84465 2.92104 -1.19153
H -5.32689 -0.59288 -4.13300
```

highest occupied orbital energy: -10.0 eV
SMILES: C[C@H](Br)[C@@H](Br)OC(=O)OS.FC(F)C(F)(F)COC(F)(F)C(F)F.FC(F)C(F)(F)COC(F)(F)C(F)F.FC(F)C(F)(F)COC(F)(F)C(F)F
gap between HOMO and LUMO: 0.3476 Ha
LUMO energy: -0.56 eV

***

Formula: C5H5NO
Source: the OMol25 dataset
Level of theory: ωB97M-V with the def2-TZVPD basis set

Geometry as XYZ:
```
12
Properties=species:S:1:pos:R:3
C 1.14441 -1.74715 -1.02908
C 0.37493 -0.88869 -0.69024
C -0.65147 -0.01199 -0.11816
C -1.37670 -0.87594 0.82261
N -1.87150 -1.66282 1.50723
C -0.01790 1.22062 0.55792
O 0.69308 1.97374 -0.38593
H 1.85158 -2.46782 -1.36562
H -1.33966 0.31808 -0.90551
H 0.61397 0.88105 1.39130
H -0.81074 1.85633 0.95922
H 1.39000 1.40459 -0.74375
```

highest occupied orbital energy: -10.8 eV
SMILES: C#C[C@@H](C#N)CO
gap between HOMO and LUMO: 0.4234 Ha
LUMO energy: 0.69 eV

***

Formula: C22H33CeFN10O2PSSi
Source: the OMol25 dataset
Level of theory: ωB97M-V with the def2-TZVPD basis set

Geometry as XYZ:
```
72
Properties=species:S:1:pos:R:3
Ce -1.09840 -0.13996 0.33531
C 4.45659 -1.53142 -1.27185
N 3.11036 -0.95439 -1.32570
C 2.71244 -0.01925 -2.24407
C 1.40073 0.23151 -1.98590
N 0.99176 -0.53728 -0.92384
C 2.04609 -1.25163 -0.53974
P 2.11895 -2.50567 0.79557
C 1.49756 -1.53932 2.20846
N 0.37447 -0.83510 2.23949
C 0.21272 -0.40869 3.53198
C 1.25076 -0.86589 4.28735
N 2.05904 -1.57611 3.44176
C 3.27722 -2.28581 3.83751
C 0.55704 -3.38588 0.46668
N -0.65299 -2.84513 0.42543
C -1.53120 -3.89028 0.31967
C -0.84117 -5.06899 0.29473
N 0.48042 -4.74127 0.39432
C 1.58955 -5.69588 0.37312
H 5.18091 -0.75704 -1.50625
H 4.55088 -2.34025 -1.99263
H 4.65797 -1.91272 -0.27671
H 3.38397 0.38556 -2.98290
H 0.73617 0.91941 -2.48631
H -0.62883 0.19861 3.82286
H 1.48088 -0.73953 5.33233
H 3.52643 -2.00176 4.85493
H 4.10396 -2.01338 3.18720
H 3.12411 -3.36177 3.80168
H -2.59783 -3.73995 0.29844
H -1.17973 -6.08962 0.23357
H 1.19225 -6.69096 0.54847
H 2.30493 -5.46481 1.15747
H 2.09259 -5.68238 -0.59092
C 1.69005 2.21641 1.46006
Si 0.74912 3.50245 0.50762
C 0.39962 4.95740 1.59370
C 1.59944 3.91375 -1.08590
N -0.78875 2.62561 0.02873
C -1.69317 3.21156 -0.92246
C -1.83944 4.58030 -1.12660
C -2.77553 5.07384 -2.02363
C -3.60188 4.20872 -2.72474
C -3.47596 2.83650 -2.54888
C -2.52323 2.39650 -1.66892
F -2.35451 1.03352 -1.53607
H 2.64504 2.61180 1.81632
H 1.90244 1.33441 0.84930
H 1.10719 1.91804 2.33504
H 1.32756 5.30990 2.05214
H -0.28067 4.66153 2.39389
H -0.04110 5.80645 1.07076
H 2.56817 4.37834 -0.87854
H 1.02833 4.61234 -1.70107
H 1.78484 3.01215 -1.67409
H -1.22201 5.27042 -0.56986
H -2.86791 6.14274 -2.16268
H -4.34542 4.59484 -3.40875
H -4.09290 2.12864 -3.08675
N -1.94928 -1.60710 -2.07633
N -3.33444 -1.69344 -2.25115
C -4.19323 -1.54855 -1.22107
N -5.47736 -1.74726 -1.52002
S -3.75260 -1.14375 0.35545
H -1.57001 -1.06562 -2.84608
H -1.54581 -2.53861 -2.10608
H -3.67600 -2.07319 -3.12221
H -5.79826 -2.00534 -2.43900
H -6.16030 -1.63531 -0.78928
O -1.51406 2.59814 1.31466
O -1.86861 1.25887 1.65095
```

highest occupied orbital energy (spin up / spin down): -13.2 / -13.9 eV
total charge: +2
spin multiplicity: 2
gap between HOMO and LUMO (spin up / spin down): 0.3104 / 0.3344 Ha
LUMO energy (spin up / spin down): -4.76 / -4.75 eV

***

Formula: C4H5NO2
Source: the OMol25 dataset
Level of theory: ωB97M-V with the def2-TZVPD basis set

Geometry as XYZ:
```
12
Properties=species:S:1:pos:R:3
O 1.70667 1.38687 -0.02092
C 1.62153 0.18859 -0.13224
C 0.75314 -0.69886 0.71334
O 1.38560 -1.67380 1.07228
N -0.53524 -0.38319 1.10298
C -1.06173 -0.26351 -0.76761
C -1.19341 0.66233 0.33605
H 2.33657 -0.45267 -0.68063
H -1.54118 -1.22091 -0.75709
H -0.59110 0.05441 -1.72122
H -0.68509 1.60169 0.16911
H -2.19576 0.79906 0.68595
```

highest occupied orbital energy: -9.6 eV
gap between HOMO and LUMO: 0.3120 Ha
LUMO energy: -1.08 eV

***

Formula: C23H18N2
Source: the OMol25 dataset
Level of theory: ωB97M-V with the def2-TZVPD basis set

Geometry as XYZ:
```
43
Properties=species:S:1:pos:R:3
C 2.25443 1.29166 -0.53969
C 0.74221 0.84521 -0.41482
C 0.06892 0.83089 -1.72526
N -0.43757 0.81941 -2.77780
C 0.01377 1.91517 0.50914
C 0.63937 2.39566 1.68965
C -0.09404 3.07108 2.66701
C -1.43039 3.41402 2.42910
C -2.20409 4.09608 3.44428
N -2.79890 4.64891 4.27508
C -2.00870 3.08011 1.20549
C -1.28098 2.37406 0.23688
C 0.57409 -0.63019 -0.10624
C -0.88537 -1.12896 0.12725
C -1.46098 -0.73986 1.34106
C -2.85508 -0.73675 1.52333
C -3.66943 -1.33273 0.55272
C -3.08213 -1.94545 -0.53716
C -1.67474 -1.94626 -0.69489
C 1.45818 -1.63140 -0.93952
C 2.72446 -2.03404 -0.46855
C 3.62776 -2.70897 -1.29649
C 3.22274 -3.15488 -2.56322
C 1.91687 -2.90066 -2.97179
C 1.04095 -2.15611 -2.15925
H 2.76680 1.68696 0.36076
H 2.82936 0.42064 -0.85593
H 2.34059 2.07960 -1.30966
H 1.69584 2.18405 1.90529
H 0.34698 3.31157 3.63134
H -3.04634 3.33826 1.02153
H -1.77378 2.14513 -0.71190
H 1.04405 -0.50204 0.84388
H -0.82057 -0.36293 2.15822
H -3.27288 -0.25068 2.39895
H -4.75784 -1.28613 0.67298
H -3.71918 -2.42149 -1.29094
H -1.29858 -2.58855 -1.49791
H 3.03392 -1.77179 0.56321
H 4.66107 -2.86369 -0.96075
H 3.93593 -3.65286 -3.21458
H 1.58553 -3.24451 -3.95886
H 0.04774 -1.95752 -2.56196
```

highest occupied orbital energy: -9.2 eV
SMILES: C[C@](C#N)(c1ccc(C#N)cc1)C(c1ccccc1)c1ccccc1
gap between HOMO and LUMO: 0.3389 Ha
LUMO energy: -0.02 eV

***

no.,strongest force on any atom (eV/A)
1,3.53
2,9.56
3,1.09
4,1.72
5,2.27
6,3.24